110
Properties=species:S:1:pos:R:3:forces:R:3 method="wB97M-V/def2-TZVPD" charge=+1 homo_lumo_gap_ev=6.49 e_tot_ha=-2952.619207
F -0.82660 -3.11431 1.01454 -0.30 -0.15 -0.23
F 2.67403 -1.72968 -1.82217 -1.82 -1.62 -1.91
F -1.73134 -0.28834 -4.84683 1.73 -1.78 2.48
O -9.56288 -7.34689 -4.35901 0.56 0.61 0.19
O 10.68521 6.49278 4.51630 -0.74 -0.23 -0.28
O -6.24208 -3.34281 -3.15568 -0.20 -0.38 -0.12
O -0.95755 3.55775 1.38795 5.88 -3.62 4.35
O 1.11361 -1.55072 3.04642 -1.62 1.01 4.87
O 5.92727 5.09627 2.53638 0.45 0.11 0.20
N 0.68409 -0.84467 5.68101 3.90 -2.73 -10.98
N -2.60381 1.68595 -0.40483 0.39 -1.73 0.36
N 1.31989 3.94024 2.16773 -1.78 -1.46 -2.24
N -0.04382 -1.50607 -1.47742 -1.12 1.05 2.68
N -1.67421 -2.78246 3.89393 1.21 1.24 -0.02
N 0.00318 -2.01296 1.05723 0.09 2.08 -1.07
N -0.65996 0.25203 0.39966 0.88 -1.33 -0.70
C 8.49187 9.38639 2.42215 0.13 -0.34 0.17
C 9.04027 4.82774 4.32317 0.05 -0.62 0.26
C 1.86628 -2.63398 -2.72016 0.79 -0.32 0.89
C 1.11271 5.16120 1.24705 0.53 1.04 -0.38
C -7.44522 -7.92372 -2.62706 0.25 -0.03 0.17
C -8.11257 -4.05267 -4.38598 -0.27 0.41 -0.33
C 2.57545 3.29015 1.63021 0.81 -0.40 -0.20
C -9.35286 -2.57979 -5.85586 0.24 -0.15 0.24
C -2.57433 -2.04134 -3.24137 0.34 -0.66 0.27
C -1.58323 -1.44960 3.16103 -0.66 -0.22 -0.30
C 7.00535 5.42719 3.01642 -1.14 -0.29 -0.51
C -7.64654 -6.65669 -3.18992 0.38 -0.41 0.41
C -3.97925 1.47839 -0.99818 -0.50 1.78 -0.51
C 9.26514 2.63495 5.32660 0.04 0.33 -0.11
C 1.08051 -1.15696 4.46433 -4.25 1.39 6.02
C 9.58162 6.18148 4.08571 1.41 0.43 0.54
C 0.44156 -2.88596 -1.88221 2.29 -1.29 0.39
C 1.67621 0.05072 1.13091 9.41 0.04 -0.86
C -0.33979 -0.53202 -2.63598 -1.31 1.39 -0.98
C 9.78700 3.90239 5.06401 -0.13 -0.27 0.06
C -6.34915 -8.15092 -1.79357 -0.23 0.15 -0.22
C -8.31141 -2.78543 -4.94981 -0.23 0.03 -0.22
C 6.78837 7.71156 2.05636 0.12 0.30 -0.02
C 9.24657 8.46165 3.14714 -0.17 0.22 -0.17
C -1.22631 -1.26369 -3.84964 -1.45 -1.18 0.31
C 7.26756 9.00922 1.87110 -0.04 -0.36 0.10
C -0.06337 1.55019 2.73411 1.08 0.40 0.54
C 7.53730 6.78648 2.79573 -0.11 0.54 -0.26
C -6.98649 -4.26895 -3.45619 0.69 0.98 0.24
C 3.06981 -0.04628 0.88757 -9.57 -0.26 1.69
C -0.22271 -1.10331 -0.16877 -0.83 -0.07 0.79
C 2.76061 -3.99776 -2.90463 0.02 0.54 0.12
C -8.96732 -5.10356 -4.71528 -0.34 0.39 -0.44
C -8.78504 -6.43554 -4.10480 -1.06 -1.15 -0.37
C 7.78561 4.47293 3.82914 0.05 -0.54 0.27
C -2.14650 0.52560 0.45078 -1.86 -0.88 -0.81
C -10.19612 -3.63549 -6.20122 0.14 -0.30 0.22
C 8.77058 7.15671 3.32991 -0.08 0.64 -0.23
C -0.17105 -1.20971 2.36342 0.35 0.96 -1.45
C 0.12060 0.29577 1.69482 1.84 -1.05 -0.57
C 7.26169 3.20305 4.10004 0.19 -0.25 0.19
C -6.76390 -5.61756 -2.89792 0.34 -0.38 0.32
C 7.99979 2.28869 4.85332 -0.11 0.32 -0.21
C -10.00851 -4.89569 -5.62937 -0.04 0.28 -0.13
C -5.45263 -7.11791 -1.52125 -0.15 0.32 -0.20
C 0.10319 3.03829 2.06683 -4.01 3.71 -3.77
C -5.66128 -5.85025 -2.06692 0.06 -0.36 0.14
H 8.86093 10.40064 2.28590 -0.05 -0.21 0.04
H -1.77565 -2.58131 4.91567 0.52 -0.50 -1.31
H -3.85266 1.45879 -2.16527 -0.67 -0.38 2.17
H 10.20293 8.76330 3.57138 -0.22 -0.25 -0.05
H -2.64394 -1.91564 -2.06985 0.01 -0.05 -2.36
H 7.58778 1.30533 5.06878 0.07 0.18 -0.04
H -7.65408 -1.95771 -4.68870 -0.08 -0.32 0.03
H -2.69215 -0.44414 0.01889 1.02 1.63 1.07
H -1.10200 1.45592 3.26895 1.97 0.47 -1.28
H 2.06510 -4.82734 -3.35640 1.50 1.52 0.82
H 0.24714 5.86326 1.60447 1.55 -1.74 -0.84
H -4.58480 0.58106 -0.55400 1.44 1.51 -0.97
H 1.70838 -2.07331 -3.73506 0.33 -1.00 2.06
H 5.82939 7.42574 1.62734 0.26 -0.08 0.19
H -0.33480 -3.52508 -2.48061 1.31 1.68 1.03
H 0.77423 1.47133 3.58099 -1.80 -0.17 -1.93
H 2.42153 2.97956 0.48809 0.34 0.39 2.45
H -4.59890 2.46753 -0.74808 1.14 -2.28 -0.58
H -2.49171 -1.45141 2.38811 2.30 0.23 1.27
H -4.59136 -7.29836 -0.88185 -0.17 0.04 -0.10
H -6.19169 -9.13649 -1.36093 -0.05 0.19 -0.09
H 3.21507 -4.34774 -1.85931 -1.25 0.84 -2.28
H -9.50322 -1.59622 -6.29564 0.04 -0.19 0.10
H 6.27674 2.92392 3.72942 0.23 0.23 0.01
H -0.59697 -2.08529 -4.39736 -1.04 2.02 0.70
H -1.02964 0.31466 -2.21627 1.42 -1.64 -0.70
H 9.84428 1.91915 5.90585 -0.10 0.16 -0.11
H 6.68283 9.72723 1.30017 0.10 -0.15 0.11
H 10.77306 4.16758 5.44137 -0.27 0.11 -0.16
H -2.53009 0.63924 1.56962 1.10 -0.04 -2.32
H 0.76701 -3.55246 -0.94697 -0.92 1.87 -1.83
H -4.96008 -5.04725 -1.84576 -0.30 -0.08 -0.13
H -10.67331 -5.71382 -5.90198 0.25 0.10 0.20
H -2.50107 -3.21805 -3.42716 -0.06 2.61 0.28
H -8.13776 -8.73628 -2.83960 0.08 0.31 -0.06
H 0.62886 -0.03512 -3.06616 -1.66 -1.24 1.06
H 3.68391 -3.76886 -3.62495 -2.25 -0.52 1.54
H -0.82750 -3.38544 3.70698 -1.35 1.02 0.55
H 2.85848 2.37489 2.30251 -0.42 1.75 -1.47
H -11.00199 -3.47762 -6.91476 0.15 -0.05 0.15
H -3.57128 -1.69536 -3.74894 2.12 -0.43 1.00
H 3.42818 4.09253 1.63187 -1.58 -1.67 0.30
H 1.00027 4.78887 0.12750 -0.17 0.86 2.32
H -1.89399 1.98180 -1.10987 -0.87 -0.49 1.06
H 2.10588 5.82298 1.25094 -2.08 -1.66 0.33
H 4.16417 -0.45189 0.66886 -3.01 1.19 0.45
H -1.78060 -0.55521 3.89084 0.64 -1.71 -1.37

---

98
Properties=species:S:1:pos:R:3:forces:R:3 method="wB97M-V/def2-TZVPD" s2=6.057 e_above_lowest_ev=2.3845 charge=+2 homo_lumo_gap_ev="5.38 / 3.73" spin_multiplicity=5 e_tot_ha=-2675.066755
Pt 1.16470 -0.87002 -3.55975 -0.40 -1.21 -0.47
P 1.57750 0.42016 -6.90902 0.24 1.65 -2.50
P 0.08057 -1.80761 -6.58055 -1.57 -0.44 -1.63
N 1.26785 -1.33676 -1.54984 0.64 0.71 0.81
C 1.45464 -3.81000 -1.11718 -0.80 0.74 -0.12
C -0.98820 -2.68813 -5.40963 0.38 -0.05 0.34
C -2.63636 -3.95351 -3.58794 0.10 0.31 -0.11
C -3.06245 -3.79817 -4.90651 0.19 0.21 -0.20
C 1.54208 4.29420 -5.49694 -0.04 -0.07 0.05
C -3.07429 0.60609 -1.02054 -0.09 -0.14 0.07
C -2.87791 1.09862 0.21515 0.59 -0.81 -0.07
C 1.59079 0.63361 1.52578 0.47 -0.15 0.08
C -0.16566 -2.39607 0.05421 0.36 -0.41 -0.29
C -1.32512 -3.30053 -10.32568 0.25 0.02 0.32
C 1.44040 1.04503 -1.20848 -0.15 0.90 -0.35
C -2.81785 3.56392 -0.34860 -0.26 0.85 -0.78
C -0.16256 0.70166 -7.32513 -1.33 -1.58 0.39
C 0.69073 -3.86477 -8.48216 -0.09 0.16 0.07
C 2.27811 -0.05359 -10.98226 0.10 0.16 0.20
C 2.23487 0.72062 -8.66928 0.10 -0.50 0.20
C 0.84731 -2.53866 -0.92171 0.48 -0.18 0.88
C -2.25096 -3.13336 -5.82326 0.27 0.11 0.45
C -1.41528 -3.41787 -3.17467 0.01 -0.14 0.27
C 1.34893 1.92146 1.02671 -0.14 -0.17 0.22
C -1.78164 3.75629 -1.42676 -0.19 0.85 2.99
C -0.43862 -4.35335 -10.58244 -0.04 0.28 0.41
C -2.22478 1.83075 -3.06997 -0.47 0.19 -0.84
C -1.18458 -2.51950 -9.16297 -0.11 0.11 -0.07
C 1.12671 3.08967 -6.07055 0.16 0.01 0.12
C 2.02161 2.01618 -6.14985 0.54 -0.07 0.75
C 1.55073 -0.24402 -0.70503 -0.01 -1.68 0.07
C 3.32321 2.15162 -5.62744 -0.33 0.10 -0.12
C 3.07474 1.04142 -11.34427 -0.24 -0.08 0.27
C 2.82458 4.42041 -4.95352 -0.04 -0.25 -0.14
C 2.97555 1.84833 -9.05282 0.12 0.02 0.01
C 3.39682 2.00147 -10.38225 -0.13 -0.15 0.18
C -3.46474 1.23803 -2.33524 0.41 -0.24 0.39
C -0.95699 -0.35307 -6.97786 1.44 1.28 0.16
C 3.71419 3.34292 -5.01863 -0.01 0.03 -0.12
C -0.18167 -2.79164 -8.21573 0.45 -0.22 0.21
C -0.32877 -4.81016 0.23073 0.14 0.37 0.28
C 1.85595 -0.43522 0.66970 -0.42 0.59 -0.09
C 2.98230 -0.04997 -3.52196 0.08 0.88 0.08
C 0.80238 -4.93906 -0.58601 0.08 0.37 -0.19
C 1.88562 -0.22464 -9.65266 -0.06 -0.01 0.02
C -2.45476 2.46417 0.67039 -0.73 -0.34 0.41
C -0.69786 -3.52807 0.66424 -0.29 0.52 -0.09
C 0.57217 -4.62402 -9.65219 -0.11 0.02 0.00
C -1.75119 3.17310 -2.62910 -0.73 -1.58 -1.62
C -0.54667 -2.81850 -4.08425 -0.27 -0.36 -0.51
C 1.35501 2.12650 -0.34739 0.11 -0.17 -0.20
H 3.21398 2.62442 -8.32240 0.02 -0.27 -0.26
H -3.26937 -4.48480 -2.88555 0.09 0.11 0.01
H 2.27732 -1.38700 1.00791 -0.63 0.30 0.06
H -1.01873 4.50032 -1.14776 -0.20 -0.19 -0.50
H -3.81939 0.42961 -3.00752 0.14 0.48 0.41
H 1.96181 -0.77226 -11.73900 0.15 0.13 0.25
H -1.39647 -3.35271 1.48943 -0.02 -0.42 -0.49
H 1.19877 -5.92499 -0.81001 -0.07 0.12 0.05
H -1.37126 2.39013 0.81733 -0.12 0.24 0.09
H -2.57874 -2.94308 -6.84170 0.00 -0.26 0.13
H 1.27598 -1.09215 -9.37696 0.28 0.29 -0.19
H -0.46117 -1.36954 0.30209 -0.19 -0.66 0.02
H 4.71720 3.42551 -4.59380 -0.34 0.01 -0.16
H 4.00465 1.29755 -5.66075 -0.15 0.42 -0.07
H 1.44244 1.18614 -2.29424 -0.34 0.02 0.64
H -2.82480 0.33066 1.00888 0.25 0.46 -0.38
H -0.47384 1.59283 -7.88021 -0.06 -0.22 0.44
H -2.91571 2.73175 1.64084 0.27 -0.18 -0.45
H -0.90999 -5.67072 0.58612 0.62 0.28 -0.09
H 1.20125 2.75974 1.70929 0.09 -0.28 -0.12
H 1.31562 3.11560 -0.78129 -0.04 0.17 0.13
H -1.40682 1.08072 -3.08113 -0.09 0.36 0.31
H -4.29238 1.95658 -2.24392 0.42 -0.16 -0.11
H 1.26726 -5.44408 -9.84551 -0.19 0.29 0.16
H 0.56427 -2.65215 -3.84382 -1.10 -0.30 -0.11
H -1.87982 -1.69003 -9.00908 0.22 -0.24 -0.08
H -0.54615 -4.95944 -11.48862 0.09 0.28 0.41
H 3.13630 5.35542 -4.48719 -0.10 -0.24 -0.16
H 1.60067 0.47376 2.60048 0.29 0.06 -0.14
H 3.42494 1.14756 -12.37390 -0.17 0.01 0.37
H -1.11626 -3.48211 -2.13548 -0.08 -0.23 -0.08
H 3.47015 -0.34560 -2.58026 0.04 0.10 -0.46
H -1.52439 3.81548 -3.45764 0.82 0.40 -0.38
H -4.02509 -4.17447 -5.23774 0.10 -0.03 0.14
H -2.92842 4.53127 0.18345 0.18 -0.53 -0.30
H 3.97457 2.88256 -10.66722 -0.16 -0.28 0.14
H 2.89526 1.05560 -3.57091 0.52 -0.79 -0.11
H -2.88168 -0.46295 -1.14346 -0.55 0.04 0.34
H 2.40798 -3.86080 -1.65868 -0.61 -0.18 0.03
H -2.12952 -3.08743 -11.03479 0.28 0.02 0.31
H -3.78445 3.34153 -0.82580 0.35 0.05 0.40
H 3.46302 -0.49140 -4.40051 0.38 0.31 0.19
H -2.04812 -0.37237 -6.89755 0.30 -0.02 -0.54
H 0.11708 2.99162 -6.46930 0.31 0.17 0.16
H -2.50137 1.92909 -4.12675 0.23 0.10 0.03
H 1.46986 -4.10484 -7.75726 -0.10 0.00 -0.24
H 0.85203 5.14041 -5.48227 0.23 -0.21 0.02

---

- What is the charge in the second record?
  +2

---

- The highest charge belongs to which entry?
  C47H47NP2Pt

---

- Look up the charge of the first one.
  +1

---

- The highest charge belongs to which entry?
  C47H47NP2Pt